Entry 1:
{"formula": "C24H19IInN3O5S", "method": "the ωB97M-V functional and the def2-TZVPD basis", "elements": ["S", "H", "C", "C", "O", "H", "C", "C", "H", "In", "C", "C", "O", "H", "N", "H", "C", "C", "C", "C", "C", "O", "C", "H", "C", "H", "C", "H", "C", "H", "H", "C", "C", "O", "H", "H", "C", "O", "H", "C", "C", "H", "H", "C", "C", "H", "N", "I", "H", "C", "C", "H", "H", "N"], "positions_angstrom": [[0.018, -2.117, -1.346], [-4.422, -2.307, -3.297], [3.673, 1.970, -3.265], [4.695, 2.343, -4.121], [1.008, -1.459, 1.798], [-2.576, -3.685, 0.718], [-2.435, -1.717, 1.542], [2.341, 2.160, 1.966], [-5.030, 0.104, 2.710], [0.782, -0.209, 0.110], [3.873, 0.955, -2.337], [-0.218, 0.571, 3.273], [-1.098, 0.570, -0.620], [7.091, 0.184, -3.061], [1.550, 1.192, 1.730], [-2.720, 0.964, 3.466], [-2.468, -2.209, -2.455], [5.920, 1.696, -4.036], [2.774, 0.554, -1.413], [-3.116, 0.287, -1.609], [-4.046, -0.425, -2.309], [2.930, -0.418, -0.626], [-1.521, -1.464, -1.731], [-3.265, 1.284, -1.224], [2.093, 1.245, 4.012], [-2.175, -3.201, -2.766], [-3.710, -1.709, -2.743], [-0.552, 0.544, 4.317], [1.274, 0.493, 2.998], [-6.255, -1.915, 2.019], [2.137, 0.981, 5.057], [-2.422, 0.656, 2.456], [-4.502, -2.928, 1.298], [1.689, 1.208, -1.412], [-5.012, 0.013, -2.507], [-2.769, 1.420, 1.754], [2.699, 2.258, 3.393], [1.717, -0.826, 2.887], [-5.040, -3.815, 0.991], [6.133, 0.681, -3.114], [5.102, 0.310, -2.266], [-1.355, -1.705, 1.464], [3.352, 3.002, 3.821], [-5.184, -1.861, 1.874], [-3.127, -2.855, 1.143], [5.232, -0.483, -1.543], [-1.893, -0.219, -1.332], [7.468, 2.259, -5.322], [2.707, 2.799, 1.170], [-4.493, -0.727, 2.266], [-3.113, -0.638, 2.087], [2.708, 2.458, -3.306], [4.542, 3.129, -4.848], [-0.990, 0.605, 2.287]], "forces_ev_per_a": [[0.03, 0.03, 0.04], [0.00, 0.00, 0.00], [-0.04, -0.01, 0.05], [0.03, 0.02, -0.03], [-0.09, 0.04, 0.10], [-0.01, 0.01, 0.00], [0.12, -0.11, 0.08], [0.02, 0.00, -0.01], [-0.01, 0.00, -0.01], [0.11, -0.07, -0.17], [0.05, -0.04, 0.01], [-0.01, 0.00, 0.09], [-0.05, 0.01, -0.01], [0.00, 0.00, 0.00], [-0.03, -0.01, -0.03], [0.07, -0.04, 0.04], [-0.01, 0.02, -0.01], [-0.01, 0.01, 0.00], [-0.03, 0.07, 0.15], [0.00, 0.03, 0.04], [0.00, -0.01, -0.01], [0.07, -0.01, -0.08], [-0.03, -0.04, 0.01], [-0.01, -0.01, 0.00], [0.05, 0.02, -0.06], [0.01, 0.00, 0.00], [0.01, -0.01, 0.00], [0.00, 0.01, -0.01], [0.02, 0.03, 0.03], [0.00, 0.00, 0.00], [0.00, -0.01, 0.00], [-0.07, 0.03, -0.05], [0.01, 0.00, 0.00], [-0.02, 0.02, 0.03], [0.00, 0.01, 0.01], [-0.06, 0.06, 0.10], [0.00, -0.02, 0.04], [0.01, -0.03, -0.04], [-0.01, 0.00, 0.00], [0.03, -0.02, 0.01], [-0.04, 0.01, -0.03], [0.01, 0.04, -0.01], [0.00, 0.00, 0.00], [-0.01, 0.00, 0.01], [-0.04, 0.00, 0.02], [0.02, 0.00, 0.00], [-0.02, -0.03, 0.03], [-0.02, -0.01, 0.02], [-0.01, 0.00, 0.00], [-0.01, 0.03, -0.10], [-0.06, 0.00, -0.02], [0.01, 0.00, -0.01], [0.00, 0.00, 0.00], [0.04, -0.02, -0.18]], "mol_weight_g_mol": 703.22, "orbital_gap_ev": 7.77, "e_lumo_ev": -0.47, "homo_energy_ev": -8.24}


Entry 2:
{"formula": "C29H67CsN5O4PSSi5Te", "method": "the ωB97M-V functional and the def2-TZVPD basis", "elements": ["H", "N", "Cs", "H", "H", "H", "C", "Te", "O", "H", "C", "H", "H", "H", "H", "H", "N", "C", "H", "H", "H", "H", "C", "H", "H", "H", "H", "H", "H", "C", "H", "C", "C", "H", "H", "C", "H", "H", "H", "H", "H", "H", "C", "C", "C", "H", "H", "C", "H", "H", "Si", "C", "C", "H", "C", "H", "C", "N", "H", "H", "Si", "H", "Si", "Si", "P", "H", "C", "H", "O", "C", "H", "H", "C", "N", "C", "H", "O", "H", "C", "H", "H", "C", "H", "H", "H", "H", "H", "H", "O", "H", "H", "H", "C", "H", "C", "H", "C", "H", "H", "N", "C", "C", "H", "H", "C", "H", "H", "H", "Si", "C", "H", "S", "H", "H"], "positions_angstrom": [[-2.425, -0.867, 2.333], [-3.961, -1.173, -0.341], [0.460, 0.092, -0.714], [2.651, -1.425, -2.604], [0.529, 4.772, 3.868], [0.163, 6.513, 2.142], [0.061, 0.481, 3.806], [1.824, 2.625, -3.779], [3.440, 0.764, -0.946], [0.659, -6.057, 1.475], [-2.230, 2.407, -6.671], [1.082, -3.513, -4.661], [3.589, 2.140, 2.828], [3.578, -2.362, -1.437], [1.051, -0.444, 6.853], [-3.371, 1.310, 5.817], [1.018, 2.883, 1.146], [0.895, 3.206, 2.448], [-6.163, -3.677, -0.031], [-1.332, -1.954, 5.739], [-1.984, 2.571, 2.144], [-0.893, -6.774, 1.017], [0.521, 5.143, 0.523], [-0.267, 3.059, -6.010], [-1.416, -5.694, -2.054], [3.147, -5.587, -1.731], [-2.761, 2.795, -5.802], [-3.285, 2.661, 3.338], [-2.721, 1.486, -6.983], [0.841, 3.826, 0.226], [0.977, 3.521, -0.809], [0.503, -3.425, -3.737], [1.658, -0.929, 6.085], [-0.300, 4.333, -3.166], [1.429, -3.151, 0.146], [-0.700, -2.328, 4.930], [5.080, -0.400, -1.480], [-0.934, -3.906, 2.365], [-0.296, -4.168, -3.772], [-3.160, -1.180, 3.907], [5.458, 1.084, -0.553], [1.937, -3.108, 3.678], [-5.118, -3.380, -0.099], [0.405, 5.494, 1.856], [1.810, -2.083, 3.320], [-3.803, 0.102, 2.879], [-2.546, -0.889, -1.673], [4.734, 0.271, -0.687], [2.314, 3.572, 5.173], [0.679, 3.158, 5.725], [1.278, 1.790, 3.693], [0.606, 4.522, 2.817], [-1.353, 4.058, -3.295], [-0.236, -3.258, 5.270], [-1.849, -4.967, -1.362], [3.732, -2.703, -3.167], [-0.043, -6.189, 0.649], [-5.856, -1.177, 0.773], [-1.744, 1.826, 6.293], [1.660, -6.164, -2.473], [-1.690, 0.874, 3.978], [4.679, -0.294, 0.243], [0.665, -1.096, 4.463], [1.598, -3.664, -2.210], [-0.316, 1.575, -3.798], [-2.239, 5.584, -2.072], [-1.494, -3.727, 1.446], [-1.711, 3.369, 3.694], [-0.527, 0.366, -2.961], [-5.011, -1.921, 0.125], [2.800, -1.630, 3.255], [3.543, 0.706, 3.864], [-2.882, -0.393, 3.204], [-2.956, -1.671, -1.165], [-2.195, 4.493, -2.116], [1.404, -2.138, 2.310], [-0.695, 1.157, -5.310], [3.418, 1.221, -1.799], [0.731, -3.422, -0.656], [-4.710, -3.636, -1.075], [-2.172, 0.119, 6.337], [1.603, 2.751, 5.307], [-1.341, -2.568, 4.084], [0.465, -6.771, -0.123], [2.922, 0.637, 2.209], [-4.543, -3.923, 0.650], [-5.765, 0.864, 1.128], [2.556, -0.324, 5.944], [-1.461, 2.650, -3.437], [1.973, -1.908, 6.460], [-0.231, 1.752, -7.190], [-1.708, 4.520, -4.225], [-0.778, 2.142, -6.327], [-1.773, 4.128, -1.180], [-2.309, 1.046, 5.777], [2.011, 2.060, 6.048], [2.999, 1.262, 3.097], [-2.488, -4.154, 1.595], [-2.224, -2.091, -0.593], [-5.329, 0.080, 0.678], [2.410, -5.370, -2.507], [-4.166, 0.138, 0.001], [0.036, -2.438, -3.719], [-2.180, -4.113, -1.952], [3.028, -2.426, -2.378], [-3.208, 4.103, -2.201], [-2.302, 3.134, -7.484], [-1.589, -2.640, 1.370], [-0.567, -4.487, -0.040], [-2.206, 2.527, 3.211], [-2.726, -5.436, -0.906], [-3.243, 1.462, -0.402], [0.380, 5.862, -0.274], [2.909, -5.416, -3.480]], "forces_ev_per_a": [[-0.01, 0.01, -0.03], [-0.06, 0.10, 0.07], [0.86, -0.41, 2.32], [0.01, 0.04, -0.03], [-0.01, 0.00, 0.03], [0.00, -0.01, 0.00], [0.04, -0.04, 0.05], [0.11, -0.06, 0.00], [-0.04, 0.09, -0.01], [0.03, 0.00, 0.04], [0.00, 0.04, -0.03], [0.02, 0.00, -0.03], [0.03, 0.06, 0.03], [0.03, -0.01, 0.03], [-0.04, 0.02, 0.02], [-0.03, 0.00, 0.00], [-0.11, -0.03, -0.02], [0.07, -0.07, -0.07], [0.01, 0.00, 0.02], [-0.03, 0.02, 0.02], [0.00, 0.01, -0.02], [-0.03, -0.02, 0.02], [0.04, -0.01, -0.04], [-0.03, -0.03, -0.04], [0.06, -0.04, -0.03], [0.03, 0.00, 0.03], [0.01, 0.00, 0.02], [-0.04, -0.02, -0.02], [0.00, -0.02, -0.01], [0.01, -0.01, -0.07], [-0.02, -0.01, -0.03], [0.04, -0.01, 0.04], [-0.01, -0.06, -0.04], [-0.12, 0.01, 0.00], [0.02, 0.07, 0.05], [0.04, 0.04, 0.02], [0.02, 0.01, 0.02], [0.10, -0.04, 0.02], [-0.05, -0.05, 0.01], [0.00, -0.07, 0.02], [0.01, -0.02, -0.01], [0.01, -0.04, 0.05], [-0.05, -0.01, 0.01], [-0.02, 0.10, -0.02], [-0.01, 0.02, 0.03], [0.04, 0.00, 0.05], [-0.07, 0.16, -0.10], [0.05, -0.01, -0.02], [0.04, 0.03, 0.02], [-0.06, 0.02, 0.00], [-0.09, 0.02, -0.04], [0.01, -0.05, 0.11], [0.07, 0.12, -0.02], [0.02, -0.02, 0.03], [0.02, 0.05, 0.03], [0.00, -0.02, -0.04], [-0.03, 0.02, 0.02], [-0.01, -0.19, -0.07], [0.02, 0.04, 0.02], [-0.05, -0.03, 0.00], [0.01, 0.02, -0.04], [0.02, 0.00, 0.00], [-0.07, 0.05, -0.04], [-0.06, 0.05, -0.08], [-0.14, -0.06, -0.17], [0.02, 0.01, 0.01], [0.03, 0.03, -0.17], [0.03, 0.09, 0.06], [-0.69, 0.34, -1.79], [-0.08, 0.12, 0.06], [0.06, 0.05, -0.03], [0.02, -0.06, 0.04], [-0.01, 0.09, 0.03], [0.08, -0.09, 0.01], [0.02, 0.04, -0.02], [-0.06, 0.00, -0.09], [0.01, -0.10, 0.04], [-0.08, -0.01, 0.00], [-0.10, 0.01, 0.00], [0.00, 0.00, -0.02], [0.02, -0.05, 0.03], [0.06, 0.00, -0.03], [-0.05, -0.01, -0.04], [0.02, -0.03, -0.05], [-0.03, -0.05, -0.09], [0.05, -0.03, 0.02], [0.02, -0.03, -0.01], [0.08, 0.05, -0.02], [-0.04, -0.12, -0.03], [0.02, -0.04, 0.02], [-0.03, 0.02, 0.00], [0.00, 0.01, 0.03], [0.01, 0.11, -0.04], [0.01, -0.03, 0.01], [-0.02, 0.00, -0.04], [0.01, -0.01, 0.04], [-0.05, 0.01, 0.08], [-0.08, -0.04, 0.03], [0.05, 0.03, -0.01], [0.12, 0.02, -0.09], [0.02, 0.04, -0.02], [0.06, 0.03, -0.03], [-0.01, 0.05, -0.01], [-0.05, 0.05, -0.04], [-0.08, -0.05, 0.02], [-0.04, -0.01, -0.02], [0.00, 0.01, -0.01], [-0.05, -0.01, -0.01], [0.05, -0.09, 0.07], [0.04, -0.04, 0.02], [-0.02, -0.02, 0.03], [0.03, -0.05, -0.02], [0.00, 0.00, -0.01], [0.02, -0.02, -0.02]], "mol_weight_g_mol": 1013.86, "orbital_gap_ev": 5.17, "charge": -2, "e_lumo_ev": 3.56, "relative_energy_kcal_mol": 26.3, "homo_energy_ev": -1.61}